The following is a quantum chemistry calculation of 9 unconnected molecules or ions with the total composition C57H126BrF3N7O3S, from OMol25.

Calculated values
HOMO (eV): -17.54
Lowest unoccupied orbital energy (eV): -9.61
Calculated total energy (eV): -166710.8452
Largest force on an atom (eV/A): 3.25
Kohn-Sham gap (hartree): 0.2912

ORCA input file:
```
! wB97M-V def2-TZVPD RIJCOSX def2/J DEFGRID3
* xyz 5 1
Br -24.200 12.226 1.015
S -18.377 10.638 2.410
F -20.437 12.091 3.369
F -19.583 10.755 4.840
F -18.600 12.602 4.257
O -17.976 11.765 1.555
O -19.467 9.793 1.869
O -17.310 9.910 3.080
N -23.076 15.440 4.218
N -24.190 19.366 -2.372
N -28.588 10.537 2.752
N -21.994 7.398 2.956
N -18.657 14.077 -0.795
N -29.976 15.386 -3.036
N -24.774 10.074 -2.790
C -28.583 14.100 -1.281
C -25.349 15.990 4.019
C -23.801 9.589 5.486
C -24.659 8.227 -1.090
C -31.261 17.375 -3.512
C -30.203 14.322 -4.038
C -18.041 14.541 0.497
C -32.014 9.158 1.739
C -18.070 12.704 -1.208
C -23.382 20.160 -1.350
C -29.877 9.791 2.855
C -20.500 15.377 3.884
C -22.302 5.968 2.510
C -20.598 7.394 3.616
C -18.448 16.021 -4.241
C -24.782 15.709 2.631
C -22.647 9.199 4.557
C -20.998 5.158 2.892
C -25.311 7.642 0.155
C -24.666 21.408 -3.873
C -18.313 15.146 -1.834
C -29.972 16.721 -3.842
C -28.684 15.295 -2.276
C -24.838 18.227 -1.652
C -25.327 9.290 -3.979
C -21.904 8.280 1.714
C -19.215 15.981 4.468
C -20.351 12.399 -0.334
C -25.303 9.519 -1.487
C -22.993 7.871 3.918
C -30.834 10.049 1.657
C -27.835 10.245 1.525
C -23.220 18.824 -3.361
C -25.788 22.249 -4.556
C -22.633 17.603 -2.643
C -23.272 15.745 2.747
C -19.931 6.167 2.984
C -24.199 16.124 4.968
C -26.672 11.329 4.005
C -27.348 14.283 -0.361
C -22.864 11.409 -3.589
C -23.944 12.354 -3.051
C -21.714 15.924 4.678
C -25.245 20.260 -3.040
C -27.385 12.529 3.305
C -23.258 10.077 -2.871
C -19.287 11.569 3.770
C -28.740 12.012 2.908
C -31.138 15.468 -2.100
C -23.675 17.193 -1.538
C -20.121 13.877 -0.623
C -27.647 10.123 3.982
C -25.241 11.528 -2.865
C -18.938 14.960 -3.204
C -32.099 16.341 -2.802
C -23.219 13.888 4.315
C -19.232 11.692 -1.096
H -23.758 18.547 -4.244
H -24.077 22.078 -3.279
H -24.068 21.043 -4.689
H -24.056 13.201 -3.744
H -25.951 16.904 4.068
H -18.519 16.136 -1.403
H -20.034 14.949 -3.152
H -24.159 13.675 3.800
H -21.619 15.653 5.736
H -20.344 12.132 0.731
H -18.948 10.724 -0.669
H -21.709 17.016 4.532
H -19.113 15.673 5.525
H -26.040 15.224 4.387
H -27.763 9.194 1.276
H -25.213 18.612 -0.678
H -29.893 16.471 -4.909
H -23.178 5.645 3.068
H -23.223 17.270 -0.539
H -24.925 9.605 -4.941
H -28.561 13.174 -1.837
H -25.269 23.009 -5.162
H -29.071 12.396 1.948
H -19.556 11.406 -2.097
H -21.776 9.294 2.095
H -26.375 22.736 -3.766
H -31.830 17.625 -4.399
H -27.153 9.154 3.803
H -22.938 11.200 -4.651
H -27.489 13.482 3.870
H -24.862 6.753 0.571
H -26.756 12.854 2.477
H -23.896 17.144 5.221
H -25.537 8.362 0.931
H -22.604 19.541 -0.891
H -17.221 15.115 -1.848
H -23.554 10.570 5.916
H -28.650 16.256 -1.738
H -32.511 9.291 2.682
H -22.838 14.873 2.234
H -20.154 8.372 3.415
H -21.306 12.069 -0.741
H -22.855 9.214 -3.423
H -32.782 15.842 -3.488
H -28.262 10.085 4.906
H -29.487 12.102 3.688
H -23.254 13.571 5.357
H -24.686 9.877 4.920
H -17.593 12.803 -2.190
H -20.876 4.393 2.110
H -19.196 17.058 4.376
H -30.143 13.333 -3.583
H -22.476 13.397 3.692
H -23.001 10.199 -1.853
H -24.689 7.527 -1.931
H -22.478 19.576 -3.577
H -23.607 12.793 -2.113
H -29.085 17.236 -3.507
H -24.047 20.667 -0.627
H -31.725 8.100 1.769
H -22.540 6.005 1.457
H -20.453 14.299 4.085
H -30.332 10.050 3.823
H -20.466 14.489 0.196
H -27.428 15.252 0.143
H -32.853 16.808 -2.152
H -21.805 11.580 -3.347
H -22.999 7.089 4.698
H -22.841 16.699 2.481
H -29.427 13.924 -0.595
H -20.608 15.688 2.852
H -21.222 4.620 3.835
H -31.158 18.206 -2.828
H -25.841 20.714 -2.210
H -18.367 13.866 1.283
H -19.499 6.406 2.003
H -28.297 10.695 0.645
H -22.828 8.035 1.211
H -31.558 14.507 -1.880
H -24.137 16.226 -1.616
H -26.330 11.531 5.022
H -20.676 7.313 4.704
H -26.815 10.634 1.574
H -18.239 15.602 0.613
H -22.964 21.008 -1.883
H -25.886 11.608 -3.719
H -19.062 15.971 -5.121
H -25.613 17.827 -2.289
H -31.236 14.389 -4.348
H -25.725 11.727 -1.916
H -29.598 8.728 2.902
H -29.516 14.356 -4.868
H -16.986 14.338 0.417
H -21.672 17.773 -2.145
H -21.721 9.115 5.130
H -26.388 9.421 -1.622
H -23.951 8.004 3.424
H -30.323 9.897 0.696
H -27.852 15.271 -2.972
H -18.755 13.948 -3.583
H -19.126 5.747 3.577
H -26.297 7.350 -0.247
H -25.194 10.315 -0.769
H -17.310 12.480 -0.458
H -26.397 9.406 -3.913
H -22.423 16.779 -3.338
H -18.330 15.610 3.964
H -25.141 14.755 2.248
H -27.255 13.535 0.442
H -21.021 7.880 1.207
H -17.378 15.968 -4.446
H -18.466 17.030 -3.893
H -26.377 14.329 -0.873
H -24.013 8.827 6.234
H -32.769 9.305 0.994
H -26.455 21.709 -5.227
H -23.617 8.427 -0.825
H -31.078 11.115 1.639
H -25.857 11.074 3.344
H -25.173 16.475 1.933
H -25.861 19.588 -3.667
H -20.568 14.124 -1.592
H -24.330 15.573 5.921
H -25.097 8.220 -3.864
H -30.784 15.872 -1.137
H -22.550 10.054 3.904
*
```